1.
Molecular formula: C4H12O3
Method: DFT, wB97M-V/def2-TZVPD

```
! RIJCOSX wB97M-V def2-TZVPD def2/J DEFGRID3
* xyz 0 1
C 0.09 0.62 0.24
C -0.84 0.05 -0.85
C -2.32 0.33 -0.63
C -0.49 -1.47 -1.02
O 0.27 1.86 0.33
H 0.77 -0.17 0.70
H -0.47 0.76 -1.71
H -2.68 0.74 -1.59
H -2.74 0.84 0.28
H -2.89 -0.67 -0.76
H -1.06 -2.06 -1.83
H -0.54 -1.93 0.07
H 0.65 -1.46 -1.34
H 3.16 -1.54 -0.04
H 4.56 -1.43 -0.05
O 3.84 -1.54 -0.64
H -0.21 2.78 3.43
H 0.38 2.17 2.22
O 0.52 2.14 3.19
*
```

Computed properties:
LUMO energy ... 0.0084 Eh
Structure (SMILES) ... CC(C)C=O.O.O
HOMO level ... -10.35 eV
HOMO-LUMO gap ... 10.582 eV
Energy above the lowest of the compared OMol25 structures with the same formula, charge and spin ... 182.5 kJ/mol
Max |F| ... 4.0 eV/Å

---

2.
Molecular formula: C4H12O3
Method: DFT, wB97M-V/def2-TZVPD

```
! RIJCOSX wB97M-V def2-TZVPD def2/J DEFGRID3
* xyz 0 1
C -1.77 1.10 -0.28
O -1.93 0.50 -1.56
C -0.47 0.43 0.26
C -0.34 -0.40 1.54
C 1.11 -0.83 1.74
O 2.03 0.40 1.82
H -2.52 1.18 0.47
H -1.60 2.33 -0.46
H -1.73 1.02 -2.34
H -0.08 0.04 -0.62
H 0.15 1.34 0.43
H -0.55 0.39 2.26
H -1.10 -1.28 1.65
H 1.47 -1.58 2.57
H 1.52 -1.29 0.86
H 2.83 0.00 2.30
H 1.39 -1.76 -3.27
H 0.39 -1.39 -2.28
O 0.97 -1.00 -2.90
*
```

Computed properties:
LUMO energy ... 0.0289 Eh
Structure (SMILES) ... OCCCCO.O
HOMO level ... -9.96 eV
HOMO-LUMO gap ... 10.744 eV
Energy above the lowest of the compared OMol25 structures with the same formula, charge and spin ... 253.0 kJ/mol
Max |F| ... 4.4 eV/Å

---

> Which value of HOMO level does entry 1 give?

-10.35 eV